#1
The following is a quantum chemistry calculation of 2 unconnected molecules or ions with the total composition C3H7FNO, from the Open Molecules 2025 dataset.

Values from the calculation:
Orbital gap (alpha / beta): 8.48 / 9.15 eV

```
! RIJCOSX wB97M-V def2-TZVPD def2/J DEFGRID3
* xyz 1 1
C -3.234 0.025 -0.096
C -0.790 0.795 0.444
C 0.400 -0.052 0.241
N 0.827 -0.188 -1.179
O -4.072 0.776 -0.370
F -3.237 -1.192 0.272
H -1.293 0.891 1.278
H -0.699 1.743 -0.157
H 1.328 0.399 0.739
H 0.361 -1.108 0.635
H 0.605 0.807 -1.460
H 0.148 -0.806 -1.727
H 1.750 -0.561 -1.296
*
```

Partial charges, natural (NBO), in e: atom 1 (C): 0.867, atom 2 (C): -0.415, atom 3 (C): -0.305, atom 4 (N): -0.681, atom 5 (O): -0.447, atom 6 (F): -0.275, atom 7 (H): 0.213, atom 8 (H): 0.193, atom 9 (H): 0.241, atom 10 (H): 0.244, atom 11 (H): 0.459, atom 12 (H): 0.451, atom 13 (H): 0.456



#2
The following is a quantum chemistry calculation of 2 unconnected molecules or ions with the total composition C3H7FNO, from the Open Molecules 2025 dataset.

Values from the calculation:
Orbital gap: 9.03 eV

```
! RIJCOSX wB97M-V def2-TZVPD def2/J DEFGRID3
* xyz 1 1
C 2.209 -0.049 -0.288
C -1.805 -0.157 0.894
C -0.658 0.780 -0.915
N -1.080 -0.289 -0.353
O 3.349 -0.369 0.284
F 2.029 -0.896 -1.318
H -2.846 -0.112 0.859
H -1.511 -1.091 1.438
H -1.535 0.830 1.414
H -0.291 0.731 -1.989
H -0.694 1.684 -0.342
H 3.672 0.099 1.168
H -0.841 -1.161 -0.852
*
```

Partial charges, natural (NBO), in e: atom 1 (C): 0.501, atom 2 (C): -0.438, atom 3 (C): 0.147, atom 4 (N): -0.409, atom 5 (O): -0.673, atom 6 (F): -0.351, atom 7 (H): 0.250, atom 8 (H): 0.244, atom 9 (H): 0.242, atom 10 (H): 0.251, atom 11 (H): 0.224, atom 12 (H): 0.556, atom 13 (H): 0.457



Least stable structure: #1



#1
The following is a quantum chemistry calculation of 2 unconnected molecules or ions with the total composition C2H2O2, from the Open Molecules 2025 dataset.

Values from the calculation:
Orbital gap (alpha / beta): 8.93 / 8.93 eV

```
! RIJCOSX wB97M-V def2-TZVPD def2/J DEFGRID3
* xyz 0 1
C 1.183 -0.114 -1.630
C -1.436 0.397 1.445
O 0.328 0.566 -1.928
O 2.081 -0.787 -1.366
H -1.254 0.381 2.504
H -0.902 -0.444 0.975
*
```

Partial charges, natural (NBO), in e: atom 1 (C): 1.016, atom 2 (C): -0.154, atom 3 (O): -0.496, atom 4 (O): -0.521, atom 5 (H): 0.079, atom 6 (H): 0.076



#2
The following is a quantum chemistry calculation of a molecular structure, C2H2O2, from the Open Molecules 2025 dataset.

Values from the calculation:
Orbital gap (alpha / beta): 7.42 / 9.73 eV

```
! RIJCOSX wB97M-V def2-TZVPD def2/J DEFGRID3
* xyz 0 1
C 2.111 -1.193 0.087
C 0.641 0.494 0.332
O -1.887 -0.021 0.227
O -0.459 0.876 0.178
H 2.108 -0.948 -1.026
H -2.514 0.792 0.203
*
```

Partial charges, natural (NBO), in e: atom 1 (C): -0.135, atom 2 (C): 0.612, atom 3 (O): -0.508, atom 4 (O): -0.424, atom 5 (H): 0.015, atom 6 (H): 0.440



#3
The following is a quantum chemistry calculation of a single C2H2O2 molecule, from the Open Molecules 2025 dataset.

Values from the calculation:
Structure (SMILES): c1coo1
Orbital gap: 10.80 eV

```
! RIJCOSX wB97M-V def2-TZVPD def2/J DEFGRID3
* xyz 0 1
C 0.582 0.400 0.450
C 0.140 0.088 -0.771
O 1.305 0.884 -1.329
O 1.659 1.128 0.012
H 0.358 0.211 1.478
H -0.605 -0.378 -1.368
*
```

Partial charges, natural (NBO), in e: atom 1 (C): 0.025, atom 2 (C): -0.033, atom 3 (O): -0.218, atom 4 (O): -0.207, atom 5 (H): 0.212, atom 6 (H): 0.220



Least stable structure: #2



#1
The following is a quantum chemistry calculation of a single C6H7ClS molecule, from the Open Molecules 2025 dataset.

Values from the calculation:
Structure (SMILES): C=CC(=S)/C(Cl)=C\C
Orbital gap: 7.76 eV

```
! RIJCOSX wB97M-V def2-TZVPD def2/J DEFGRID3
* xyz 0 1
C -0.723 -2.739 -1.235
C -0.618 -1.812 -0.255
C 0.250 -0.636 -0.380
S 0.895 -0.082 -1.737
C 0.475 0.125 0.918
Cl 0.906 -0.876 2.297
C 0.458 1.464 1.150
C 0.125 2.488 0.140
H -1.475 -3.499 -1.173
H -0.078 -2.589 -2.115
H -1.125 -1.985 0.668
H 0.782 1.767 2.136
H 1.008 3.035 -0.318
H -0.441 2.025 -0.663
H -0.439 3.313 0.567
*
```

Partial charges, natural (NBO), in e: atom 1 (C): -0.274, atom 2 (C): -0.287, atom 3 (C): -0.178, atom 4 (S): 0.088, atom 5 (C): -0.089, atom 6 (Cl): -0.019, atom 7 (C): -0.133, atom 8 (C): -0.658, atom 9 (H): 0.206, atom 10 (H): 0.214, atom 11 (H): 0.223, atom 12 (H): 0.219, atom 13 (H): 0.237, atom 14 (H): 0.228, atom 15 (H): 0.222



#2
The following is a quantum chemistry calculation of a single C6H7ClS molecule, from the Open Molecules 2025 dataset.

Values from the calculation:
Structure (SMILES): S\C=C/C=C\C=C\Cl
Orbital gap: 9.51 eV

```
! RIJCOSX wB97M-V def2-TZVPD def2/J DEFGRID3
* xyz 0 1
S 1.415 -1.373 1.490
C -0.065 -0.347 1.567
C -1.119 -0.556 0.841
C -1.101 -0.951 -0.549
C -0.345 -0.261 -1.431
C 0.479 0.897 -1.161
C 1.061 1.227 0.018
Cl 1.410 2.897 0.206
H 1.172 -2.004 0.179
H -0.219 0.211 2.440
H -1.926 0.078 0.949
H -1.893 -1.494 -1.121
H -0.448 -0.578 -2.375
H 0.180 1.727 -1.801
H 1.401 0.527 0.748
*
```

Partial charges, natural (NBO), in e: atom 1 (S): -0.020, atom 2 (C): -0.306, atom 3 (C): -0.263, atom 4 (C): -0.220, atom 5 (C): -0.193, atom 6 (C): -0.291, atom 7 (C): -0.189, atom 8 (Cl): -0.007, atom 9 (H): 0.175, atom 10 (H): 0.233, atom 11 (H): 0.218, atom 12 (H): 0.224, atom 13 (H): 0.199, atom 14 (H): 0.222, atom 15 (H): 0.218



#3
The following is a quantum chemistry calculation of a single C6H7ClS molecule, from the Open Molecules 2025 dataset.

Values from the calculation:
Structure (SMILES): C=CC(=S)/C(Cl)=C\C
Orbital gap: 7.73 eV

```
! RIJCOSX wB97M-V def2-TZVPD def2/J DEFGRID3
* xyz 0 1
C -2.700 -1.144 0.449
C -1.340 -1.078 0.671
C -0.613 -0.049 -0.074
S -1.311 1.260 -0.710
C 0.911 -0.086 -0.069
Cl 1.579 -1.790 -0.307
C 1.700 0.915 0.273
C 1.238 2.308 0.678
H -3.320 -1.709 1.277
H -3.277 -0.643 -0.287
H -0.759 -1.452 1.657
H 2.829 0.848 0.078
H 1.482 2.992 -0.213
H 0.171 2.322 0.985
H 1.831 2.713 1.519
*
```

Partial charges, natural (NBO), in e: atom 1 (C): -0.276, atom 2 (C): -0.298, atom 3 (C): -0.179, atom 4 (S): 0.075, atom 5 (C): -0.048, atom 6 (Cl): -0.060, atom 7 (C): -0.155, atom 8 (C): -0.648, atom 9 (H): 0.202, atom 10 (H): 0.220, atom 11 (H): 0.247, atom 12 (H): 0.232, atom 13 (H): 0.236, atom 14 (H): 0.228, atom 15 (H): 0.221



Least stable structure: #2